Density functional theory data (ωB97M-V with the def2-TZVPD basis set) for 6 unconnected molecules or ions with the total composition C20H40N5O22S6.

- orbital gap (eV) = 7.10
- E_HOMO (eV) = -11.2
- calculated total energy (eV) = -138881.8411

Structure (ORCA input):
```
! wB97M-V def2-TZVPD RIJCOSX def2/J DEFGRID3
* xyz 1 1
N 1.56 -1.38 2.22
C 2.49 -2.07 1.45
N 3.02 -3.17 1.93
N 2.79 -1.60 0.19
O 2.99 -2.64 -0.73
C 3.94 -0.68 0.10
C 3.82 0.57 0.97
C 2.87 1.61 0.32
C 2.19 2.53 1.35
C 0.78 2.08 1.75
C -0.19 1.93 0.56
C -0.93 0.60 0.68
S -2.20 0.41 -0.61
C -3.27 -0.71 0.21
N -2.90 -1.83 0.73
N -4.04 -2.38 1.31
C -4.99 -1.55 1.07
O -4.59 -0.47 0.38
H 0.74 -1.96 2.40
H 2.03 -1.12 3.09
H 3.97 -3.49 1.76
H 2.46 -3.72 2.56
H 2.36 -3.35 -0.54
H 3.98 -0.34 -0.93
H 4.87 -1.23 0.28
H 3.57 0.37 2.02
H 4.82 1.01 0.96
H 2.14 1.11 -0.31
H 3.51 2.25 -0.30
H 2.13 3.56 0.98
H 2.81 2.58 2.25
H 0.36 2.83 2.43
H 0.81 1.15 2.31
H 0.31 2.04 -0.40
H -0.94 2.72 0.60
H -1.40 0.54 1.66
H -0.24 -0.24 0.62
H -6.00 -1.71 1.40
C -3.81 0.57 -4.86
C -3.32 -0.80 -4.46
O -2.44 -1.18 -5.52
S -1.70 0.11 -6.11
O -0.42 0.23 -5.51
O -1.86 0.13 -7.51
O -2.67 1.20 -5.44
H -4.60 0.51 -5.61
H -4.16 1.15 -4.01
H -4.12 -1.53 -4.36
H -2.74 -0.76 -3.53
C -4.47 3.89 -1.96
C -4.76 5.31 -1.50
O -3.57 5.70 -0.81
S -2.30 5.02 -1.50
O -1.69 5.93 -2.40
O -1.54 4.37 -0.48
O -3.09 3.92 -2.35
H -4.59 3.18 -1.14
H -5.09 3.59 -2.80
H -5.61 5.37 -0.83
H -4.91 5.98 -2.35
C -8.63 -4.96 -0.55
C -7.24 -4.36 -0.42
O -7.39 -3.03 -0.94
S -8.86 -2.47 -0.60
O -8.79 -1.67 0.57
O -9.43 -1.99 -1.80
O -9.51 -3.88 -0.21
H -8.84 -5.27 -1.58
H -8.80 -5.79 0.13
H -6.49 -4.89 -1.00
H -6.93 -4.30 0.62
C 7.76 3.60 -2.60
C 6.33 3.13 -2.73
O 6.34 1.81 -2.16
S 7.40 1.74 -0.97
O 6.72 1.93 0.26
O 8.25 0.63 -1.18
O 8.18 3.09 -1.32
H 8.40 3.16 -3.37
H 7.86 4.68 -2.61
H 5.99 3.08 -3.77
H 5.64 3.75 -2.15
C 5.28 -3.23 6.92
C 5.33 -3.65 5.47
O 3.95 -3.66 5.06
S 3.15 -2.50 5.84
O 3.08 -1.36 4.99
O 2.00 -3.07 6.42
O 4.25 -2.23 6.96
H 4.98 -4.06 7.57
H 6.21 -2.81 7.27
H 5.76 -4.64 5.33
H 5.88 -2.93 4.86
*
```

Atomic partial charges in e from the Mulliken method, atoms 1 to 5:
1 N -0.07
2 C -0.24
3 N -0.17
4 N 0.57
5 O -0.49

=====

Density functional theory data (ωB97M-V with the def2-TZVPD basis set) for 3 unconnected molecules or ions with the total composition C30H51BN3O9PS3.

- orbital gap (eV) = 6.76
- E_HOMO (eV) = -8.5
- calculated total energy (eV) = -97306.6208

Structure (ORCA input):
```
! wB97M-V def2-TZVPD RIJCOSX def2/J DEFGRID3
* xyz 0 1
C 3.10 0.97 5.26
C 3.07 1.23 3.97
C 3.97 0.52 3.01
O 3.41 0.33 1.69
C 2.23 -0.29 1.69
O 1.87 -1.13 2.47
C 1.31 0.16 0.59
C 1.48 1.35 -0.09
P 2.89 2.50 0.06
S 4.45 1.93 -0.96
C 0.52 1.69 -1.05
C 0.52 2.98 -1.86
O -0.11 3.90 -1.35
O 1.16 2.84 -2.89
N -0.46 0.82 -1.31
C -0.62 -0.38 -0.71
C -1.75 -1.22 -1.20
C -2.88 -1.43 -0.17
C -4.09 -0.52 -0.38
C -4.93 -0.55 0.89
N -6.34 -0.15 0.71
C -7.00 -0.12 2.03
C -7.18 -1.53 2.60
C -6.17 -1.90 3.71
C -5.36 -3.18 3.44
C -6.44 1.10 0.04
S -6.70 1.17 -1.55
S -6.31 2.64 0.97
C -4.52 2.96 0.82
C -4.19 3.98 -0.26
C -2.74 3.85 -0.72
C 0.26 -0.74 0.27
B 0.11 -2.15 1.01
N 0.84 -3.28 0.53
O -0.77 -2.25 2.07
H 2.48 1.54 5.94
H 3.74 0.20 5.66
H 2.37 1.98 3.61
H 4.86 1.11 2.85
H 4.30 -0.41 3.46
H 2.37 3.72 -0.37
H 3.15 2.64 1.42
H -1.12 1.11 -2.02
H -2.19 -0.75 -2.08
H -1.36 -2.18 -1.54
H -2.49 -1.28 0.84
H -3.22 -2.46 -0.22
H -4.70 -0.93 -1.18
H -3.78 0.49 -0.64
H -4.45 0.03 1.68
H -4.95 -1.59 1.21
H -6.42 0.49 2.74
H -7.96 0.38 1.93
H -8.19 -1.64 2.98
H -7.04 -2.23 1.78
H -5.47 -1.08 3.84
H -6.69 -2.03 4.65
H -5.41 -3.48 2.39
H -4.30 -3.01 3.65
H -5.67 -4.02 4.06
H -4.00 2.03 0.63
H -4.18 3.30 1.79
H -4.38 4.97 0.15
H -4.88 3.82 -1.09
H -2.06 4.13 0.08
H -2.53 2.82 -0.98
H -2.54 4.48 -1.58
H 1.03 -3.32 -0.46
H 0.49 -4.17 0.86
H -1.19 -3.11 2.14
O 2.17 -0.04 -9.40
C 2.12 0.29 -8.25
O 1.75 1.55 -7.95
C 1.48 1.99 -6.61
C 2.72 2.42 -5.87
C 2.52 -0.64 -7.13
H 0.92 1.22 -6.07
H 0.81 2.84 -6.73
H 3.42 1.59 -5.74
H 2.45 2.79 -4.88
H 3.24 3.20 -6.42
H 3.60 -0.57 -6.99
H 2.28 -1.66 -7.44
H 2.03 -0.44 -6.18
O 8.57 -0.72 3.61
C 8.19 -1.45 2.75
O 7.27 -0.99 1.87
C 6.87 -1.72 0.70
C 5.76 -2.70 1.01
C 8.64 -2.89 2.66
H 7.73 -2.20 0.23
H 6.51 -0.95 0.01
H 6.08 -3.47 1.71
H 5.42 -3.19 0.10
H 4.92 -2.18 1.46
H 8.00 -3.50 3.31
H 9.66 -2.95 3.04
H 8.62 -3.31 1.66
*
```

Atomic partial charges in e from the Mulliken method, atoms 1 to 5:
1 C -0.97
2 C 0.10
3 C -0.61
4 O -0.12
5 C 0.27

=====

Density functional theory data (ωB97M-V with the def2-TZVPD basis set) for a molecular structure, C14H28O27Rb3S6.

- orbital gap (eV) = 7.48
- E_HOMO (eV) = -12.8
- calculated total energy (eV) = -137224.5033

Structure (ORCA input):
```
! wB97M-V def2-TZVPD RIJCOSX def2/J DEFGRID3
* xyz 1 1
Rb -0.12 -3.99 0.51
Rb -3.86 -2.77 -0.50
Rb -2.12 -1.47 3.18
S -0.76 -0.75 -0.09
O 0.19 -1.24 0.96
O -0.13 0.25 -0.92
O -1.19 -1.94 -0.91
O -1.98 -0.28 0.61
C 0.72 -3.00 8.77
C 0.13 -2.35 7.54
O 0.93 -2.68 6.40
C 0.95 -1.79 5.41
O 0.12 -0.92 5.25
O 1.98 -2.07 4.64
C 2.34 -1.13 3.61
H 1.74 -2.66 8.95
H 0.73 -4.08 8.66
H 0.16 -2.73 9.66
H -0.02 -1.28 7.67
H -0.89 -2.74 7.40
H 1.84 -0.18 3.77
H 2.04 -1.53 2.65
H 3.41 -0.98 3.69
C -2.82 3.05 -2.75
C -2.31 2.59 -1.36
O -3.29 3.07 -0.43
S -3.86 4.45 -0.98
O -2.88 5.46 -0.81
O -5.17 4.64 -0.52
O -3.86 4.00 -2.50
H -3.20 2.24 -3.36
H -2.02 3.55 -3.31
H -1.33 3.02 -1.13
H -2.32 1.52 -1.23
C 0.60 -0.26 -3.92
C 0.64 1.27 -3.93
O 0.46 1.66 -5.29
S -0.55 0.62 -5.97
O -0.23 0.43 -7.32
O -1.87 0.98 -5.57
O -0.06 -0.64 -5.14
H 0.06 -0.61 -3.04
H 1.57 -0.75 -3.93
H 1.58 1.66 -3.56
H -0.19 1.68 -3.35
C 3.41 0.82 -0.71
C 3.14 -0.47 0.06
O 4.42 -1.02 0.41
S 5.59 0.02 0.09
O 6.67 -0.68 -0.48
O 5.76 0.90 1.18
O 4.79 0.76 -1.08
H 3.17 1.71 -0.12
H 2.87 0.85 -1.65
H 2.64 -1.24 -0.53
H 2.53 -0.30 0.95
C -0.12 1.57 2.62
C -0.14 2.75 1.62
O 0.86 3.67 2.10
S 1.84 2.90 3.07
O 2.35 3.76 4.03
O 2.70 2.06 2.31
O 0.70 1.98 3.70
H 0.31 0.71 2.10
H -1.11 1.28 2.95
H -1.09 3.27 1.48
H 0.14 2.42 0.62
C -1.65 -3.15 -4.11
C -2.65 -2.06 -3.80
O -3.58 -2.10 -4.85
S -2.95 -2.70 -6.20
O -2.67 -1.68 -7.12
O -3.71 -3.83 -6.54
O -1.56 -3.11 -5.53
H -1.95 -4.16 -3.78
H -0.64 -2.97 -3.73
H -2.12 -1.10 -3.76
H -3.14 -2.14 -2.83
*
```

Atomic partial charges in e from the Mulliken method, atoms 1 to 5:
1 Rb 1.15
2 Rb 0.93
3 Rb 1.00
4 S 1.33
5 O -0.80

=====

Density functional theory data (ωB97M-V with the def2-TZVPD basis set) for a molecular structure, C21H35GeN3O4Se4SiTe2W.

- orbital gap (eV) = 5.74
- E_HOMO (eV) = -7.4
- calculated total energy (eV) = -377199.2219

Structure (ORCA input):
```
! wB97M-V def2-TZVPD RIJCOSX def2/J DEFGRID3
* xyz 0 1
W 1.27 1.84 0.54
O 1.91 -1.91 5.17
C 0.96 -1.91 4.20
O 0.99 -2.69 3.30
C -0.14 -0.92 4.38
C -1.04 -0.85 5.42
N -1.95 0.08 5.07
N -1.72 0.63 3.88
C -0.62 0.02 3.45
C 0.01 0.43 2.20
O 1.21 0.13 1.95
O -0.58 1.18 1.34
H 1.80 -1.14 5.74
H -1.11 -1.40 6.34
H -2.75 0.39 5.59
Se 2.07 3.18 2.21
Te 1.95 4.11 -1.08
Te 3.47 5.83 0.11
Se 0.28 1.41 -1.79
C 5.83 2.66 0.84
Si 5.30 1.60 -0.59
C 5.24 2.55 -2.19
C 6.42 0.12 -0.82
Se 3.31 0.54 -0.07
H 6.87 2.98 0.70
H 5.76 2.12 1.78
H 5.22 3.56 0.92
H 6.27 2.72 -2.52
H 4.78 3.53 -2.10
H 4.73 1.98 -2.97
H 7.46 0.40 -0.60
H 6.38 -0.23 -1.86
H 6.15 -0.71 -0.17
C -1.39 -5.44 0.21
C -1.02 -3.99 0.50
C 0.06 -3.47 -0.44
C 0.44 -2.00 -0.16
Ge -0.34 -0.89 -1.57
C -2.30 -0.90 -1.46
C -2.98 -1.46 -2.71
C -4.50 -1.34 -2.69
C -5.15 -2.14 -1.57
H -2.17 -5.80 0.89
H -0.53 -6.09 0.33
H -1.76 -5.56 -0.81
H -0.68 -3.89 1.53
H -1.91 -3.36 0.40
H -0.26 -3.62 -1.48
H 0.95 -4.10 -0.33
H 1.52 -1.86 -0.12
H 0.05 -1.71 0.81
H 0.12 -1.48 -2.92
H -2.62 0.13 -1.28
H -2.59 -1.48 -0.57
H -2.70 -2.51 -2.85
H -2.59 -0.93 -3.59
H -4.89 -1.68 -3.65
H -4.77 -0.28 -2.60
H -4.86 -3.19 -1.62
H -6.24 -2.09 -1.63
H -4.86 -1.77 -0.59
Se -0.26 4.09 0.30
C -1.66 3.83 -0.99
C -1.69 4.50 -2.20
C -2.78 4.28 -3.04
N -3.80 3.49 -2.73
C -3.76 2.88 -1.55
C -2.72 3.01 -0.64
H -0.88 5.15 -2.51
H -2.82 4.77 -4.00
H -4.61 2.24 -1.31
H -2.73 2.47 0.30
*
```

Atomic partial charges in e from the Mulliken method, atoms 1 to 5:
1 W -0.07
2 O -0.48
3 C 0.59
4 O -0.44
5 C 0.31